The following is a quantum chemistry calculation of a 8-piece molecular cluster, C26H72F6N6O12S2 overall in a non-equilibrium geometry, from the Open Molecules 2025 dataset.

## Properties
ΔE to the lowest compared entry with this formula, charge and spin, kJ/mol: 271.6
Charge: +4
E_tot, Eh: -3659.3946

The geometry in XYZ format:
```
124
C26H72F6N6O12S2 (ωB97M-V with the def2-TZVPD basis set)
S -0.34739 -6.86962 2.23290
S 0.36703 -0.89765 -0.61127
F -2.99615 -6.92961 1.93325
F 1.73776 -2.54731 0.84711
F -0.38327 -2.30277 1.48745
F 0.13766 -3.38378 -0.33102
F -2.12066 -5.06039 1.37728
F -2.36352 -5.59045 3.45770
O -0.55954 -7.97176 3.12501
O 3.69762 0.83404 -2.31360
O -1.48665 -3.38287 -4.16281
O -2.77955 3.48671 -0.75886
O -4.06443 -1.67035 1.88954
O 1.26422 -1.28171 -1.71657
O 0.56647 -5.85106 2.73179
O 0.87864 0.17384 0.21592
O -1.20989 -2.11544 4.78983
O -0.17156 -7.26581 0.85844
O 2.60020 3.40674 1.84632
O -0.99890 -0.67291 -1.09536
N 4.19326 -1.82971 -2.09909
N -2.66615 0.24798 4.75552
N -3.83404 0.18361 -0.63618
N -4.64262 5.65973 -0.29315
N 0.04995 -1.17431 -4.32812
N 4.13191 5.78297 2.29503
C -4.51835 -1.19440 -0.49848
C 3.14614 2.43774 0.93593
C 5.18497 4.75197 4.27179
C 4.55193 4.47338 2.95035
C -3.54721 -2.75423 2.66985
C 5.13636 -0.85835 -1.46754
C 0.45280 -2.39299 -5.08149
C 1.92263 -2.49687 -5.34989
C 3.55982 2.05345 -3.06898
C -1.08684 1.20552 3.17109
C -2.71404 4.71603 -1.48089
C 0.46960 -2.37759 0.45144
C 5.01130 0.39562 -2.27984
C -1.51524 2.80689 -0.71336
C -2.03248 -6.06978 2.24972
C -1.99366 -4.27999 -3.20359
C -3.77672 -2.00257 0.54198
C 6.52284 -1.43272 -1.61488
C -4.10756 6.53602 -2.53865
C -4.09747 5.29653 -1.66899
C -0.44832 -3.32668 4.69829
C 3.36565 3.53647 3.05380
C -1.65128 -0.08395 3.68928
C -0.12943 -3.61748 -4.41271
C -4.42896 -1.86633 -1.82680
C -0.61666 -1.00124 4.22598
H -3.82594 6.25967 -3.55268
H -1.62264 1.89352 -0.13829
H -1.24438 2.53795 -1.74265
H -3.44941 7.30048 -2.12333
H -1.83085 1.86343 2.69733
H -2.23353 0.69192 5.57454
H 6.59089 -2.46814 -1.25287
H 2.60160 3.94723 3.72171
H -3.17113 -0.61297 5.02566
H 3.38912 6.24160 2.83290
H -0.97166 -1.09903 -4.28460
H 2.16541 -3.46054 -5.78963
H 4.47838 5.20997 4.96756
H 6.00866 5.46143 4.16450
H 2.26142 -1.72494 -6.04504
H -5.10734 6.96397 -2.63483
H -2.04393 5.41643 -0.95258
H -0.08693 -2.34700 -6.03254
H 3.13487 1.47205 1.45135
H -4.26125 6.54284 0.06048
H 2.51737 -2.36549 -4.44163
H -0.03257 -4.48510 -5.07211
H 0.39247 -3.86440 -3.47299
H 4.26601 -2.75032 -1.63193
H -2.22428 -0.47844 2.85067
H 4.17291 2.64270 0.61588
H -1.70290 -5.32850 -3.32371
H 5.67390 1.20199 -1.92566
H -5.07743 -1.39560 -2.58125
H 0.43229 -1.16552 -3.35005
H -0.00465 -3.44397 3.69893
H -4.16414 -3.64830 2.51642
H 3.17736 -1.61578 -1.93903
H 2.47549 2.39046 0.08643
H -3.42853 -2.02142 -2.21441
H -1.63450 -3.98790 -2.20689
H -2.81073 0.16108 -0.45858
H -4.02886 0.73389 -1.47928
H 3.74494 2.56438 3.37994
H -1.09868 -4.19279 4.74878
H 5.23565 4.05401 2.20857
H -2.54369 -3.06528 2.37444
H -2.70760 -2.04825 0.27187
H -4.46537 4.89655 0.37369
H -0.68511 1.88385 3.94029
H -3.50029 -2.61734 3.74770
H 4.06051 2.86263 -2.52919
H -0.27064 1.07916 2.45760
H -0.65470 3.35607 -0.31732
H 7.27541 -0.86390 -1.07478
H -3.07708 -4.25389 -3.25846
H -3.39434 0.88709 4.41973
H 2.49016 2.25079 -3.09018
H -5.53210 -0.99059 -0.16063
H -5.67133 5.68099 -0.33569
H 0.39105 -0.32117 -4.78340
H 3.76740 5.58884 1.35589
H -2.23351 4.62887 -2.46609
H 5.42378 0.23980 -3.29507
H -4.08648 -3.04635 0.36082
H -4.80175 4.56002 -2.05305
H -4.22003 0.80063 0.09215
H 0.13352 -1.17048 3.44914
H 4.96134 6.38148 2.21232
H 6.86924 -1.58646 -2.64405
H -0.02054 -0.56129 5.04987
H 0.37409 -3.37920 5.41448
H 5.58016 3.84061 4.71117
H 3.95154 1.92099 -4.07862
H 4.84641 -0.68071 -0.43677
H -4.99800 -2.80258 -1.78049
H 4.41535 -1.99826 -3.08284
```

Here are the Löwdin charges for atoms 1 to 2, given in e: 0.428 0.529

---

The following is a quantum chemistry calculation of C26H73B2Mn2O13 as an isolated structure in a non-equilibrium geometry, from the Open Molecules 2025 dataset.

## Properties
ΔE to the lowest compared entry with this formula, charge and spin, kJ/mol: 217.5
Charge: +1
2S+1: 11
E_tot, Eh: -4363.6897

The geometry in XYZ format:
```
116
C26H73B2Mn2O13 (ωB97M-V with the def2-TZVPD basis set)
Mn 7.53964 -16.05612 -35.79598
Mn 10.17509 -15.02103 -33.52352
O 12.64646 -13.88511 -39.97555
O 9.40050 -13.29095 -32.53168
O 12.03448 -15.04862 -42.78640
O 7.08121 -15.21921 -37.86742
O 10.63762 -15.51095 -31.50366
O 12.18373 -9.76622 -37.84376
O 9.31193 -14.53096 -35.42397
O 14.88928 -14.90646 -36.32359
O 11.97577 -13.84529 -33.22075
O 11.63758 -16.39452 -34.09234
O 10.74888 -7.05025 -38.05219
O 6.30591 -14.32006 -35.49113
O 16.31203 -14.54710 -33.99923
C 14.27095 -15.73031 -37.33663
C 6.38793 -13.95494 -37.89208
C 12.02173 -15.73674 -44.01207
C 13.05768 -15.46249 -41.87562
C 9.79028 -14.70592 -30.66415
C 11.25228 -13.65675 -40.25364
C 10.80184 -16.83169 -30.92821
C 16.86790 -13.92917 -32.88411
C 16.77133 -13.91545 -35.22334
C 10.48052 -8.29060 -38.62760
C 16.28209 -14.70933 -36.45440
C 7.74881 -15.51448 -39.09415
C 12.14203 -12.44456 -33.33812
C 13.12805 -10.79095 -38.04025
C 10.23968 -13.93482 -36.31355
C 13.07060 -14.51405 -33.84115
C 5.56449 -13.97697 -34.30605
C 5.52417 -13.98762 -36.62891
C 11.09247 -5.98963 -38.91842
C 13.00688 -16.01071 -33.86999
C 13.48888 -14.28654 -41.03261
C 11.61078 -9.23447 -39.02640
C 9.60058 -13.29047 -31.12935
C 8.79983 -12.09962 -32.98469
C 10.07235 -12.43030 -36.61854
C 11.49176 -17.71092 -34.66248
B 8.13999 -16.23795 -33.24315
B 8.59693 -17.86521 -36.37891
H 13.96129 -15.87737 -42.32967
H 7.00898 -15.70898 -39.87150
H 10.21790 -14.50288 -37.24876
H 10.45882 -12.67187 -30.84346
H 9.84941 -8.20209 -39.52056
H 13.22990 -15.79812 -37.03002
H 8.12433 -17.90603 -35.37140
H 5.03160 -13.01877 -36.52106
H 11.32993 -5.17873 -38.23104
H 12.40722 -8.65490 -39.50524
H 16.43407 -12.96357 -32.61087
H 10.23816 -5.74523 -39.55166
H 16.50949 -14.24741 -37.41860
H 14.39086 -15.40377 -38.36988
H 11.04186 -17.53550 -31.72708
H 7.21189 -16.14632 -33.85417
H 13.17647 -12.11143 -33.44050
H 11.62868 -16.85726 -30.22137
H 9.84250 -17.24127 -30.61061
H 12.00973 -6.25985 -39.44543
H 8.82728 -12.73713 -30.59137
H 12.63875 -15.25187 -44.77628
H 13.44488 -16.39965 -32.94691
H 17.96033 -13.95658 -32.84720
H 16.77390 -15.68631 -36.51320
H 10.76696 -13.11403 -39.44493
H 12.10641 -18.41461 -34.10027
H 16.44918 -12.87334 -35.22531
H 14.00187 -14.34899 -33.29519
H 7.19167 -13.22884 -37.76070
H 7.90958 -11.86161 -32.39900
H 17.85937 -13.97728 -35.15998
H 7.82534 -17.68288 -37.18024
H 11.17574 -13.06128 -41.16741
H 13.88205 -10.52869 -38.79267
H 10.87935 -12.08801 -37.26342
H 8.31696 -15.28966 -32.69437
H 11.26960 -14.00531 -35.94449
H 11.00308 -15.69106 -44.39716
H 8.96504 -16.47740 -33.94322
H 5.71551 -13.80743 -38.73631
H 10.45082 -17.97261 -34.48499
H 11.70728 -17.64242 -35.72687
H 8.37075 -16.39014 -38.92001
H 11.62558 -11.93544 -34.15522
H 14.88308 -16.62386 -37.18224
H 4.61990 -14.52060 -34.32047
H 12.38249 -16.76516 -44.09053
H 13.68920 -16.37425 -34.63941
H 9.30074 -17.00558 -36.28895
H 11.24746 -9.96695 -39.75144
H 13.58924 -11.15616 -37.12758
H 5.38859 -12.90105 -34.27318
H 8.86047 -15.27579 -30.61662
H 13.66545 -13.36953 -41.60301
H 4.69968 -14.66640 -36.86598
H 9.81306 -8.78932 -37.92148
H 9.13908 -12.28257 -37.17101
H 12.66762 -16.29400 -41.28217
H 8.38358 -14.68412 -39.40939
H 9.89207 -11.84957 -35.71377
H 16.66794 -14.50300 -31.97315
H 10.25781 -14.74369 -29.67774
H 11.81050 -11.90539 -32.44914
H 6.18021 -14.22863 -33.44542
H 10.68733 -14.55826 -40.49762
H 13.16346 -14.06685 -34.83168
H 12.64139 -11.54879 -38.66586
H 9.18109 -18.79972 -36.57368
H 9.44477 -11.21957 -32.91593
H 14.45695 -14.51011 -40.57975
H 8.06353 -17.01779 -32.44021
H 8.54989 -12.22375 -34.03743
```

Here are the Löwdin charges for atoms 1 to 2, given in e: 0.906 0.855

---

The following is a quantum chemistry calculation of C26H73CdN3O21 as an isolated structure in a non-equilibrium geometry, from the Open Molecules 2025 dataset.

## Properties
Charge: +1
2S+1: 2
E_tot, Eh: -2945.8360

The geometry in XYZ format:
```
124
C26H73CdN3O21 (ωB97M-V with the def2-TZVPD basis set)
Cd -0.77902 -1.33727 4.65596
O -0.85248 6.13509 -3.20590
O -2.48903 -1.93032 3.47309
O -1.54424 -0.93716 -4.99635
O 1.78521 5.59376 0.32708
O 1.73486 1.76745 4.56682
O 2.40316 -5.27268 3.88433
O 3.72257 3.48298 1.15070
O -3.24891 3.43091 -2.96662
O 6.44816 4.31596 -1.15598
O -0.61113 6.63874 -0.45073
O 1.08386 -0.78459 5.59577
O 1.80277 1.45787 -3.89002
O -4.65886 0.51296 2.22187
O -0.02819 -3.13465 -0.79439
O 1.74925 1.70109 2.10778
O -1.21243 3.37721 -1.00067
O -0.24187 -0.08337 3.02984
O -5.12416 3.17932 -0.24470
O -3.04882 1.15248 -0.28841
O 0.22444 -2.87501 3.78192
O -5.64131 -3.00982 -0.80803
N 0.57073 -4.40379 1.48751
N 4.00493 2.44526 -1.52348
N -4.14740 -1.31871 -3.58253
C -0.93286 2.50275 -0.06749
C 1.12806 -5.71732 1.99564
C 1.89718 1.57377 -2.44706
C 2.82354 -2.65061 5.60222
C -1.03778 -1.53967 -6.16958
C -1.14030 -3.31295 0.09408
C 2.52273 -5.63097 2.46240
C -5.53313 -2.65582 -2.14624
C -6.33955 -2.11009 0.06244
C 5.42160 2.04713 -1.29503
C 6.34362 3.04429 -0.63330
C 0.24880 2.61137 0.60435
C 0.51106 1.53352 -4.47051
C -0.05560 -1.93960 -1.60521
C -3.49953 0.02538 -3.81869
C 3.14309 -5.99929 4.86778
C -0.42654 0.57164 2.00380
C -0.69931 -4.61454 0.76282
C 0.65967 1.64764 1.55987
C 3.24039 1.23123 -1.81585
C -1.87688 1.37461 0.29116
C 2.42808 -1.15789 5.67162
C 5.55845 5.38464 -0.68118
C -1.58795 0.42407 1.24387
C -2.61722 -0.06784 -5.15904
C -4.84250 -1.26453 -2.33065
H -0.70925 -2.06664 -2.46817
H -3.47549 -2.03437 -3.34489
H 3.96764 3.35158 0.23478
H -6.68198 -2.65886 0.93976
H 2.88084 -0.71773 4.78316
H 2.63225 -2.95716 4.57386
H -2.89463 -2.71017 3.09422
H -5.55217 -0.44715 -2.20272
H -1.31052 7.22311 -0.15817
H -0.80471 5.80218 -0.02773
H -4.19189 -1.09024 -1.47366
H -4.01721 3.46294 -2.39658
H 1.05396 1.03328 -2.01701
H -3.98438 0.59305 1.54741
H 0.49520 -6.28999 2.67360
H -1.33312 -5.05397 1.53307
H -3.22301 -0.29662 -6.03584
H -0.23517 0.86234 -4.04535
H 4.08138 -6.31417 4.41112
H -2.84733 -1.20254 2.96496
H 0.89718 -3.43355 4.17139
H 1.66053 2.62857 -2.30745
H 5.75313 6.37378 -1.09566
H -4.79479 1.40798 2.53281
H -1.72397 -2.28188 -6.57747
H -2.79197 0.15765 -3.00017
H 2.27256 -3.24945 6.32741
H 1.26045 6.18546 -0.21214
H 3.96551 3.21143 -2.18039
H 5.61082 1.05396 -0.88772
H -0.73007 -0.89674 -6.99424
H 3.14769 2.74501 1.35356
H -4.49407 2.49110 -0.45821
H 0.51972 1.33243 -5.54176
H 3.89076 -2.75328 5.79868
H -0.26833 -0.99129 -1.11169
H -0.90894 6.38221 -2.28288
H 0.12175 2.52684 -4.24725
H 1.47205 4.71880 0.09772
H 1.24893 -6.33358 1.10474
H -0.68675 -5.34886 -0.04261
H 3.46126 -5.43348 5.74341
H 4.55918 5.08178 -0.99399
H 1.71353 0.98232 5.11882
H 0.97600 2.33201 4.73117
H 3.13879 -4.87919 1.96906
H -0.72531 5.18646 -3.19302
H 5.39860 5.48593 0.39227
H -7.28937 -1.79529 -0.36982
H -2.22177 0.90713 -5.44389
H 1.25116 -4.11672 0.79853
H -4.29361 0.75777 -3.67326
H 5.84257 1.87139 -2.28498
H -6.55022 -2.48386 -2.49844
H 1.75598 1.49585 3.64628
H -1.25924 -2.52350 0.83618
H -2.50536 3.39061 -2.36517
H -0.10593 -2.07815 -5.99696
H 2.98218 0.71352 -0.89205
H 2.95638 -0.57968 6.42969
H -5.11026 3.22929 0.71110
H 7.39369 2.75982 -0.70057
H 2.47795 -6.83522 5.08440
H -5.88408 -1.18236 0.40880
H -5.14415 -3.46643 -2.76246
H 3.66514 0.55921 -2.56157
H 0.06867 -3.25442 2.91704
H 3.03171 -6.54841 2.16687
H 0.96246 3.33465 0.23834
H -2.20977 -0.44271 1.41252
H 0.98419 -1.82361 -1.91096
H 6.25511 3.05397 0.45306
H -2.08781 -3.52873 -0.39965
```

Here are the Löwdin charges for atoms 1 to 2, given in e: 1.438 -0.051

---

The following is a quantum chemistry calculation of C26H73ClI2N2O17P as an isolated structure in a non-equilibrium geometry, from the Open Molecules 2025 dataset.

## Properties
Charge: +1
E_tot, Eh: -3819.3129

The geometry in XYZ format:
```
122
C26H73ClI2N2O17P (ωB97M-V with the def2-TZVPD basis set)
I -5.86875 2.04556 1.01093
I -4.16381 -0.91470 2.56019
Cl 1.86281 7.34340 2.02696
P 0.09346 6.21992 2.26929
O 6.43978 9.99805 -1.55251
O -1.87221 -4.25709 -4.39637
O -2.88622 -3.81113 -1.50853
O 2.39748 -9.02340 4.18017
O 5.33262 4.86311 1.27922
O -0.67260 1.52292 -4.64696
O 2.76351 4.52666 5.70892
O -3.62986 1.60807 -0.99909
O -5.11020 -0.77456 6.38879
O -3.77688 3.76469 -1.79179
O -1.84184 -7.72978 -0.06733
O 0.24729 -7.97264 2.74757
O -4.47906 -3.08262 -4.45383
O 0.33356 5.28351 3.69807
O -1.69669 -3.20394 4.98987
O 4.88034 8.59962 2.27730
O -7.30771 -4.77099 -7.25552
N 1.12785 4.33910 0.20038
N 2.20395 2.76724 -1.53321
C 7.73783 10.54450 -1.36277
C 4.13309 4.64514 5.34493
C -0.36222 2.83926 -1.27722
C -2.38544 -8.72314 -0.92337
C 4.49511 1.71610 -1.06201
C -3.88867 1.28675 0.39779
C -2.52810 -0.83782 -0.15332
C 5.45924 9.44666 1.29128
C -3.96052 -4.73754 -1.50675
C -0.50699 -4.12195 -4.76328
C 6.70596 5.00417 0.93933
C -3.09521 2.91317 -1.15088
C -7.71110 -5.96110 -7.91880
C -3.95015 -0.34430 0.47031
C 1.07201 3.34042 -0.82657
C -1.67262 3.40776 -0.63304
C 0.86818 -6.95648 1.97577
C 3.51320 3.00017 -0.83832
C -3.82647 -0.19448 6.57130
C -0.05683 4.90326 0.87609
C -1.48826 4.47066 0.49835
C -4.94074 -4.04092 -5.40210
C 2.64636 -9.04540 5.57628
C 4.70826 1.07284 0.41864
C -0.09741 2.37701 -5.62745
C -2.78667 -3.98182 5.46352
H -3.05401 1.64550 1.09911
H 6.41673 9.62127 -2.44154
H -2.38605 -1.96013 0.04885
H -3.77918 0.24863 7.56630
H -2.56913 -4.31031 6.47997
H 0.10301 -6.32012 1.52470
H -4.41098 -4.98000 -5.24011
H -5.12594 -1.15865 5.50331
H 1.56297 -8.54776 4.04420
H -1.91454 -2.92616 4.08946
H 7.79443 10.97886 -0.36429
H -3.70003 -5.60099 -2.12503
H 4.56303 5.53379 5.81270
H 4.03356 0.97587 -1.79993
H -3.69800 -3.37723 5.46664
H -3.66343 0.58411 5.82102
H 3.94869 8.49086 2.04888
H -4.96269 -2.26315 -4.61885
H -7.12560 -6.79543 -7.53175
H -1.87738 -8.69137 -1.89040
H 5.51571 2.02853 -1.50286
H -7.83994 -4.04983 -7.61560
H 1.48327 -7.41233 1.19623
H 4.95440 10.41573 1.29802
H -4.86095 -4.25685 -1.89641
H 4.22179 4.71638 4.25734
H 6.51504 9.58840 1.52370
H 2.03248 4.72158 0.50887
H -1.98905 -6.87552 -0.49468
H -0.08927 -3.22169 -4.30483
H 2.31460 5.32106 5.39080
H 3.58170 -9.57573 5.75945
H 7.11207 5.90056 1.41318
H 5.59663 0.35682 0.43678
H 0.95425 2.53297 -5.38528
H -2.92161 -4.85640 4.82234
H 4.87692 5.64969 0.95146
H -4.14154 -5.06745 -0.48249
H -0.42241 -4.05978 -5.85107
H -0.30507 -8.48951 2.14580
H -2.23583 -9.70308 -0.46936
H 6.81169 5.07534 -0.14624
H -3.45576 -8.54648 -1.05645
H -1.60120 1.40136 -4.88462
H 7.92208 11.32348 -2.10630
H 0.04152 -4.99485 -4.40836
H 5.36523 8.98415 0.30753
H -2.33504 -3.47172 -4.72261
H 2.03835 1.73704 -1.54694
H 4.95362 1.90490 1.18749
H -0.50766 2.03939 -2.09762
H -7.53391 -5.86286 -8.99255
H 1.50094 -6.35349 2.62801
H -3.05679 -0.96580 6.48239
H 4.00200 3.91098 -1.36186
H 2.73208 -8.02214 5.95214
H -2.50449 -0.67305 -1.28902
H 1.83130 -9.56386 6.08822
H 7.24886 4.12928 1.29781
H 8.48760 9.75487 -1.45621
H -6.01148 -4.20248 -5.26950
H -0.17590 1.91170 -6.61257
H -4.74003 -3.68235 -6.41420
H 3.42823 3.19668 0.28995
H 1.18018 4.77454 3.60002
H -1.66386 -0.21024 0.28930
H -2.36958 4.94774 1.03697
H -4.81298 -0.72377 -0.20019
H 3.72539 0.58962 0.79437
H -0.61479 3.33939 -5.62718
H 4.66715 3.76067 5.69261
H -8.77152 -6.14628 -7.73120
H -2.74852 -3.53680 -2.42795
```

Here are the Löwdin charges for atoms 1 to 2, given in e: 0.812 0.854